Density functional theory data (ωB97M-V/def2-TZVPD) for a cluster of 12 separate species, C44H80O24 in total in a non-equilibrium geometry.

The geometry in XYZ format:
```
148
Properties=species:S:1:pos:R:3:forces:R:3:lowdin_charge:R:1
C -0.774005 1.138093 -6.556050 -0.234 0.249 0.400 -0.018
O -0.578855 2.343343 -5.743600 -0.085 -1.438 -0.422 -0.023
C -0.515375 2.286993 -4.373940 -1.020 -1.756 -2.035 -0.550
O -0.589715 1.288343 -3.672480 0.369 1.963 -0.686 0.119
O -0.456815 3.567573 -4.114750 1.286 0.257 -0.555 0.013
C -0.549255 4.101943 -2.853960 -1.047 0.395 1.457 -0.053
H -1.202125 0.339003 -5.950850 0.681 -0.167 0.084 0.088
H 0.129865 0.911153 -7.121400 0.238 -0.329 0.735 0.083
H -1.505835 1.287263 -7.349950 -0.282 0.852 0.304 0.083
H 0.066845 4.996273 -2.760730 0.124 -0.157 -0.222 0.102
H -0.307195 3.391933 -2.063140 0.008 0.011 -0.079 0.067
H -1.600745 4.386013 -2.811900 -0.043 0.271 0.784 0.099
C 3.169975 1.529363 -3.652020 -0.085 1.707 -1.154 -0.077
O 3.678075 0.403083 -3.014400 2.475 -1.259 0.836 -0.030
C 5.055245 0.422013 -2.853360 2.042 0.134 -0.734 -0.474
O 5.792165 1.365393 -3.165500 -1.754 -2.623 1.003 0.086
O 5.469335 -0.821927 -2.385870 -1.251 0.343 -0.091 -0.053
C 6.890895 -1.226707 -2.274730 -0.548 2.439 -0.503 -0.007
H 2.495295 2.061843 -2.981670 -0.076 -0.045 -0.108 0.092
H 2.702615 1.307083 -4.611330 -0.536 -0.634 0.359 0.084
H 3.965615 2.188083 -4.000060 0.136 0.182 0.642 0.094
H 7.254935 -1.341487 -3.295710 0.223 0.099 0.183 0.091
H 7.134285 -2.113127 -1.688980 -1.266 -0.125 -0.026 0.087
H 7.332765 -0.377437 -1.753590 0.604 -0.080 -0.342 0.087
C -5.443985 0.576343 7.298220 0.105 0.581 0.321 -0.025
O -5.238735 1.507143 6.223510 -1.650 0.103 1.042 0.016
C -4.341705 1.207183 5.323110 3.685 -1.894 -0.103 -0.615
O -3.557905 0.243803 5.338690 -1.812 1.482 0.138 0.084
O -4.255085 2.199763 4.482430 -3.248 1.021 0.369 0.001
C -3.074595 2.590843 3.900630 1.374 -0.943 -0.985 -0.047
H -5.904985 1.069613 8.153940 -0.088 0.737 -0.375 0.085
H -4.452565 0.311523 7.665720 -0.278 -1.025 -0.320 0.098
H -6.191035 -0.163097 7.009700 0.776 -0.567 -0.156 0.100
H -2.836665 1.837323 3.149830 0.719 0.009 0.024 0.087
H -2.344905 2.642063 4.708740 0.490 0.304 -0.538 0.097
H -3.232235 3.522163 3.356680 -0.014 0.104 0.515 0.099
C -3.235825 2.998433 -0.586960 -0.363 1.820 0.516 0.015
O -3.921925 2.007143 -1.348850 3.804 -1.342 8.541 0.059
C -4.276145 2.181713 -2.485360 -3.803 0.686 -6.305 -0.685
O -4.331245 3.239533 -3.088810 0.457 -0.838 -0.222 0.108
O -4.858515 1.024253 -2.932440 1.569 2.343 -2.563 -0.023
C -4.758825 -0.208147 -2.256860 -0.810 0.451 0.613 -0.052
H -3.140435 2.816273 0.483470 -0.096 -1.408 -0.303 0.092
H -3.841745 3.903833 -0.551930 -0.052 0.176 -0.636 0.103
H -2.247545 3.268173 -0.959300 -0.236 -0.409 -0.340 0.071
H -5.501175 0.036783 -1.497240 -0.265 -1.892 0.433 0.107
H -3.836235 -0.517217 -1.765520 0.393 0.714 -0.165 0.087
H -4.952535 -0.918987 -3.060150 -0.634 -0.180 0.606 0.088
C 4.944295 2.311823 2.388610 -1.485 -3.371 2.271 -0.195
C 3.947645 3.056373 1.619500 0.066 2.429 -0.737 -0.204
C 4.189555 2.580963 0.213770 0.541 0.791 0.244 -0.168
O 5.625625 2.384133 0.193810 -0.471 -0.297 -1.368 -0.114
C 5.947185 1.720693 1.383540 -0.181 1.139 2.022 -0.203
H 4.306595 1.517433 2.776400 0.596 -0.771 0.664 0.102
H 5.315185 2.833003 3.271170 0.383 0.066 -0.331 0.115
H 4.367975 4.039833 1.829840 -0.797 0.991 -1.268 0.114
H 2.881035 3.085103 1.842240 0.124 -0.497 0.631 0.116
H 3.840325 3.345433 -0.480300 0.639 -0.137 -0.473 0.126
H 3.625735 1.668913 0.017840 0.174 -0.376 -0.041 0.108
H 6.900735 2.005383 1.828290 0.574 0.073 -1.007 0.116
H 5.918465 0.631083 1.388480 -0.282 -0.107 -0.591 0.118
C 0.466875 1.304453 6.355040 0.207 0.217 0.595 -0.173
C 1.273185 1.388913 5.104800 0.563 1.025 -2.294 -0.194
C 1.735425 -0.022677 4.743450 -0.284 0.758 0.598 -0.190
O 1.531595 -0.699807 5.967000 0.172 -0.994 0.475 -0.146
C 1.239525 0.219143 7.043590 -0.580 -1.649 -0.542 -0.191
H -0.538765 1.067173 6.007920 -0.162 -0.341 0.680 0.114
H 0.477205 2.250203 6.896850 -0.176 -0.002 0.076 0.111
H 2.221865 1.925413 5.121110 -0.334 0.849 0.565 0.108
H 0.585805 1.843963 4.391680 0.608 0.059 -0.660 0.098
H 2.803775 -0.070387 4.532630 0.106 0.199 -0.320 0.107
H 1.196115 -0.403937 3.876330 -0.218 -0.615 0.363 0.112
H 2.118815 0.655193 7.517740 0.422 -0.098 -0.081 0.114
H 0.770625 -0.486077 7.729810 -0.364 0.635 0.434 0.120
C 0.308585 -2.922327 -5.348790 -1.705 -1.382 -0.550 -0.201
C 1.653825 -2.468567 -4.807330 -0.947 -0.683 -0.080 -0.145
C 1.910795 -1.313737 -5.758480 0.740 -0.343 -0.141 -0.206
O 1.122345 -1.572797 -6.915480 0.546 1.100 -1.074 -0.173
C 0.550845 -2.869777 -6.867320 -0.318 0.966 1.303 -0.209
H -0.528975 -2.283657 -5.068250 0.257 0.665 -0.200 0.101
H -0.119055 -3.871747 -5.026570 0.800 -0.444 0.254 0.091
H 2.300835 -3.329137 -4.977340 0.531 0.268 0.224 0.109
H 1.598325 -2.215737 -3.748510 0.219 0.071 -0.116 0.104
H 2.944125 -1.241977 -6.097870 0.302 -0.047 0.183 0.115
H 1.674375 -0.361687 -5.283300 -0.523 0.081 -0.248 0.086
H 1.228975 -3.645677 -7.222570 0.280 -0.130 0.063 0.107
H -0.303405 -2.833687 -7.543390 -0.229 -0.163 0.344 0.109
C 1.292955 5.952453 4.440880 -0.693 -0.389 0.715 -0.172
C 1.094895 6.009253 2.976400 -0.345 1.382 -1.676 -0.198
C 0.012285 5.008763 2.615530 -0.200 0.086 -0.573 -0.205
O -0.446695 4.487893 3.853390 -0.235 -0.059 0.939 -0.138
C -0.109565 5.431483 4.887640 2.283 0.052 -0.066 -0.170
H 1.524425 6.945183 4.826890 0.124 -0.175 0.282 0.111
H 2.078165 5.234523 4.677760 -0.055 0.018 0.334 0.109
H 2.025725 5.946353 2.412770 -0.145 -0.187 -0.151 0.109
H 0.617355 6.961783 2.746720 0.475 0.442 -0.120 0.110
H 0.325835 4.322693 1.828700 0.315 -1.163 0.907 0.103
H -0.839395 5.439343 2.088890 -0.215 0.758 0.234 0.111
H 0.039665 4.985443 5.870940 -0.574 -0.703 -0.224 0.110
H -0.742675 6.304313 5.047170 -0.722 -0.157 -0.606 0.115
O -4.401075 -0.086347 1.344030 -0.176 -2.013 0.840 0.079
C -3.973975 -1.215817 1.548910 1.409 2.970 -1.827 -0.396
O -4.460485 -2.302557 0.877760 -0.991 2.276 0.368 0.003
C -3.620205 -3.389887 1.002700 1.435 -0.535 0.889 -0.201
C -2.275415 -2.838807 1.570980 -0.280 -1.812 -0.761 -0.153
C -2.586595 -1.504937 2.194610 -1.071 -1.543 0.522 -0.054
H -3.434515 -3.847987 0.031220 -0.381 -0.174 0.073 0.106
H -4.092835 -4.063597 1.717410 0.129 -0.459 -0.250 0.111
H -1.580675 -2.802787 0.731850 0.253 0.172 0.207 0.103
H -1.988285 -3.628567 2.265200 0.726 0.369 0.090 0.110
H -1.764185 -0.794077 2.114480 -0.715 0.478 -0.368 0.111
H -2.719345 -1.706547 3.257550 -0.228 0.437 0.196 0.118
O -0.383095 1.511733 1.566530 -0.214 0.597 1.060 0.101
C 0.252235 0.932703 0.736370 -1.887 1.044 -2.777 -0.561
O 1.225165 0.140253 0.962620 2.798 -2.847 1.658 0.046
C 1.651185 -0.714777 -0.150350 -0.219 2.044 -1.528 -0.066
C 0.733445 -0.272657 -1.309440 -1.666 -0.811 0.030 -0.131
C 0.036885 1.008223 -0.773580 0.569 -0.624 -0.256 -0.059
H 1.586045 -1.779077 0.075780 0.126 0.348 0.440 0.123
H 2.622175 -0.363547 -0.499530 0.519 -0.522 0.866 0.102
H 0.054315 -1.104497 -1.496330 -0.601 0.222 0.085 0.095
H 1.172755 -0.141987 -2.298400 0.531 0.254 0.393 0.084
H -1.004395 1.196323 -1.035200 0.179 -0.312 -0.051 0.105
H 0.641295 1.824003 -1.170200 -0.100 0.376 0.245 0.095
O 1.706455 -4.307787 1.670480 0.561 -0.270 0.470 0.108
C 1.713085 -5.222557 0.900110 0.079 0.332 -0.752 -0.505
O 2.608635 -6.259117 0.911630 -0.056 -0.244 1.471 0.013
C 2.292165 -7.239657 -0.083160 1.788 0.763 -1.681 -0.195
C 1.612865 -6.371737 -1.134580 -2.494 -1.193 -0.131 -0.167
C 0.776115 -5.402217 -0.258840 1.402 -0.163 -0.355 -0.082
H 1.934065 -8.217977 0.237390 -1.226 0.645 0.654 0.117
H 3.218745 -7.580407 -0.545180 0.587 0.317 0.251 0.108
H 0.962785 -6.969167 -1.773770 -0.145 -0.076 -0.052 0.094
H 2.310665 -5.915827 -1.836950 0.134 0.392 0.556 0.113
H -0.079085 -5.833717 0.261300 -0.510 -0.284 -0.760 0.116
H 0.541885 -4.456517 -0.747590 -0.225 -0.117 0.217 0.110
O -1.266355 -3.160117 -2.639750 -1.712 -2.066 -0.658 0.050
C -2.250545 -3.885787 -2.829660 -0.202 1.484 0.879 -0.470
O -2.323165 -5.188837 -2.579810 1.668 -1.353 0.679 -0.038
C -3.607495 -5.778077 -2.633960 -3.070 1.549 -1.348 -0.272
C -4.629755 -4.539577 -2.688710 1.782 -0.597 0.229 -0.175
C -3.674275 -3.431377 -3.101320 0.154 1.382 0.261 -0.138
H -3.928465 -6.455137 -1.842340 1.099 0.173 0.433 0.075
H -3.822095 -6.295147 -3.569210 0.894 -0.289 -0.200 0.069
H -4.980435 -4.360227 -1.672370 -0.365 0.068 -0.199 0.088
H -5.435175 -4.643807 -3.415710 -0.024 -0.309 0.251 0.085
H -3.769335 -2.555417 -2.459640 -0.119 0.032 -0.017 0.075
H -3.790075 -3.045797 -4.114250 0.070 -0.275 -0.144 0.103
```
Positions in Å, forces in eV/Å.

Properties
2S+1	2
⟨S²⟩	0.75
F_max	0.184	hartree/bohr
gap between HOMO and LUMO (alpha / beta)	1.36 / 9.34	eV
total charge	-1
total energy	-96057.03822	eV